(i)
Entry from OMol25: C4H10O2 in the gas phase (ωB97M-V/def2-TZVPD).

Values from the calculation:
Gap between HOMO and LUMO = 11.1 eV
SMILES = COC[C@@H](C)O
Highest occupied orbital energy = -10.142 eV
LUMO level = 1.001 eV

Last column: natural (NBO) charge in e.
Geometry (Å):
C1 -0.7872 2.4302 0.2057  -0.244
O1 -0.5688 1.1247 0.6742  -0.555
C2 -0.1846 0.2217 -0.3397  -0.083
C3 0.1671 -1.0803 0.3604  0.078
C4 0.6314 -2.1466 -0.6198  -0.625
O2 1.1956 -0.8251 1.2961  -0.719
H1 0.1191 2.8484 -0.2586  0.167
H2 -1.6037 2.4597 -0.5315  0.166
H3 -1.0636 3.0406 1.0687  0.195
H4 0.7006 0.6051 -0.8770  0.168
H5 -0.9977 0.0694 -1.0678  0.169
H6 -0.7371 -1.4284 0.8914  0.159
H7 1.1238 -2.9583 -0.0771  0.229
H8 1.3374 -1.7427 -1.3554  0.207
H9 -0.2211 -2.5675 -1.1619  0.211
H10 0.8886 -0.0510 1.7925  0.479

(ii)
Entry from OMol25: 3 unconnected molecules or ions with the total composition C4H10O2 (ωB97M-V/def2-TZVPD).

Values from the calculation:
Gap between HOMO and LUMO = 3.7 eV
Highest occupied orbital energy = -7.204 eV
LUMO level = -3.539 eV

Last column: natural (NBO) charge in e.
Geometry (Å):
C1 -0.2770 0.2277 -1.4586  -0.717
C2 0.7955 1.0807 -0.7929  0.249
C3 0.6575 1.2545 0.5975  -0.322
C4 1.4945 1.9995 1.4219  -0.083
H1 -0.6103 0.6904 -2.4649  0.249
H2 0.0206 -0.8290 -1.5842  0.354
H3 -1.0945 0.2250 -0.7072  0.289
H4 -0.3365 1.1870 1.0802  0.261
H5 2.4483 2.3873 1.0430  0.202
H6 1.1928 2.1242 2.4398  0.220
H7 1.4609 1.6548 -1.4041  0.207
H8 -2.4823 -3.0484 -0.6232  0.436
O1 -1.9372 -2.2562 -0.5930  -1.175
H9 0.1085 -2.7017 1.4478  0.446
H10 -1.1232 -2.1038 0.4325  0.496
O2 -0.3178 -1.8920 1.1655  -1.111

(iii)
Entry from OMol25: 2 unconnected molecules or ions with the total composition C4H10O2 (ωB97M-V/def2-TZVPD).

Values from the calculation:
Gap between HOMO and LUMO = 11.1 eV
SMILES = CC(=O)[C@@H](C)O.[H][H]
Highest occupied orbital energy = -10.253 eV
LUMO level = 0.851 eV

Last column: natural (NBO) charge in e.
Geometry (Å):
C1 -1.1767 0.9665 0.0103  -0.625
C2 0.2228 0.6007 0.5123  -0.002
O1 0.1577 0.1500 1.8384  -0.715
C3 0.8844 -0.4745 -0.3511  0.586
C4 1.2766 -0.1414 -1.7677  -0.725
O2 1.1077 -1.5634 0.1417  -0.556
H1 -1.8168 0.0797 -0.0327  0.220
H2 -1.1548 1.4419 -0.9763  0.208
H3 -1.6231 1.6675 0.7215  0.229
H4 0.8610 1.4980 0.4571  0.178
H5 -1.6370 -1.4244 1.8094  0.007
H6 -2.0143 -2.0081 1.5427  -0.015
H7 0.3924 -0.0692 -2.4107  0.242
H8 1.7917 0.8242 -1.8048  0.232
H9 1.9317 -0.9265 -2.1504  0.243
H10 0.5228 -0.7537 1.8182  0.492

(iv)
Entry from OMol25: 2 unconnected molecules or ions with the total composition C4H10O2 (ωB97M-V/def2-TZVPD).

Values from the calculation:
Gap between HOMO and LUMO (spin up / spin down) = 7.9 / 7.9 eV
Highest occupied orbital energy (spin up / spin down) = -7.846 / -7.846 eV
LUMO level (spin up / spin down) = 0.052 / 0.051 eV

Last column: natural (NBO) charge in e.
Geometry (Å):
C1 2.0427 0.6806 -0.9811  -0.268
O1 1.4916 0.4843 0.2942  -0.729
C2 -0.0092 -0.9945 0.3189  -0.055
C3 -1.3459 -0.5393 0.7390  -0.033
C4 -1.0499 0.8727 0.4034  -0.708
O2 -2.4055 -1.0814 -0.0158  -0.707
H1 2.6529 -0.1827 -1.2737  0.178
H2 1.2601 0.8183 -1.7441  0.164
H3 2.6845 1.5650 -0.9603  0.184
H4 0.6952 -1.4831 0.9834  0.217
H5 0.1304 -1.1786 -0.7400  0.204
H6 -1.4662 -0.6669 1.8204  0.173
H7 -1.3480 1.6232 1.1370  0.229
H8 -1.3053 1.1097 -0.6275  0.221
H9 0.5084 0.9548 0.3477  0.468
H10 -2.5359 -1.9823 0.2984  0.462

Energies, relative to the best one, in kcal/mol: (i) 0.0; (ii) 121.2; (iii) 8.4; (iv) 101.9.

(i)
Entry from OMol25: 2 unconnected molecules or ions with the total composition C4H10O2 (ωB97M-V/def2-TZVPD).

Values from the calculation:
Gap between HOMO and LUMO = 10.2 eV
SMILES = C1CCOC1.O
Highest occupied orbital energy = -9.397 eV
LUMO level = 0.783 eV

Last column: natural (NBO) charge in e.
Geometry (Å):
O1 0.6417 -1.4076 0.0370  -0.531
C1 -0.6296 -2.0366 -0.1367  -0.088
C2 0.6160 -0.2337 -0.6960  -0.075
C3 -1.6203 -0.9011 -0.3632  -0.444
C4 -0.7128 0.3396 -0.4446  -0.436
H1 -0.4346 -2.6474 -1.0391  0.165
H2 -0.6877 -2.7241 0.7290  0.202
H3 1.4691 0.3917 -0.3695  0.189
H4 0.8272 -0.5798 -1.7261  0.153
H5 -2.2621 -1.0950 -1.2441  0.214
H6 -2.2843 -0.6935 0.4979  0.218
H7 -0.6367 0.9367 0.4844  0.218
H8 -1.1484 0.9895 -1.2277  0.216
O2 2.1012 2.9221 2.0257  -0.939
H9 2.3240 3.8157 2.3721  0.471
H10 2.4373 2.9236 1.1009  0.469

(ii)
Entry from OMol25: 2 unconnected molecules or ions with the total composition C4H10O2 (ωB97M-V/def2-TZVPD).

Values from the calculation:
Gap between HOMO and LUMO = 10.6 eV
SMILES = CC=O.CCO
Highest occupied orbital energy = -9.977 eV
LUMO level = 0.640 eV

Last column: natural (NBO) charge in e.
Geometry (Å):
C1 -0.2026 0.6898 1.2195  -0.058
O1 0.5608 0.3757 2.4060  -0.725
C2 -1.5373 1.4567 1.3267  -0.632
H1 0.4448 1.3869 0.6815  0.168
H2 -0.3487 -0.2817 0.5780  0.150
H3 0.2982 -0.4594 2.7870  0.467
H4 -2.2371 0.6863 1.6811  0.197
H5 -1.5089 2.2332 2.0310  0.219
H6 -1.8634 1.7326 0.2553  0.215
O2 2.0647 -0.0391 -2.8703  -0.521
C3 1.1378 -0.3086 -2.0517  0.406
C4 0.7026 -1.6966 -1.6810  -0.742
H7 0.8203 0.5522 -1.5397  0.134
H8 1.0847 -2.1426 -0.7956  0.251
H9 0.9814 -2.5401 -2.3204  0.245
H10 -0.3972 -1.6455 -1.7073  0.226

Energies, relative to the best one, in kcal/mol: (i) 0.0; (ii) 19.8.